Molecular formula: C22H42N5O6PS
Method: DFT, wB97M-V/def2-TZVPD

Each line ends with the Löwdin charge.
Cartesian coordinates (Å):
C 1.304 0.090 -1.304  -0.050
N 1.515 -1.262 -0.771  -0.059
C 2.398 -2.114 -1.604  -0.144
C 1.851 -2.370 -3.015  -0.167
C 2.856 -2.146 -4.144  -0.214
C 3.433 -0.727 -4.164  -0.231
S 3.968 -0.246 -5.804  0.589
O 3.127 0.818 -6.254  -0.273
O 4.177 -1.406 -6.603  -0.263
O 5.433 0.338 -5.554  -0.156
C 1.953 -1.184 0.535  -0.608
O 2.193 -0.204 1.179  0.119
O 2.086 -2.453 1.105  -0.192
P 3.512 -2.826 1.763  0.640
O 3.818 -4.259 1.724  -0.377
H 0.568 0.606 -0.696  0.041
H 0.915 0.046 -2.317  0.077
H 2.231 0.674 -1.303  0.102
H 3.406 -1.678 -1.635  0.123
H 2.480 -3.074 -1.101  0.118
H 1.516 -3.406 -3.067  0.116
H 0.965 -1.763 -3.199  0.108
H 3.673 -2.867 -4.071  0.125
H 2.367 -2.342 -5.097  0.113
H 2.681 0.010 -3.880  0.095
H 4.279 -0.627 -3.487  0.099
H 5.401 1.034 -4.883  0.094
H 4.377 -1.993 1.036  0.039
H 3.510 -2.289 3.054  0.034
C -1.989 -2.575 2.184  -0.105
C -2.960 -1.499 2.650  -0.249
C -3.200 -0.434 1.574  -0.180
C -1.966 0.249 1.191  -0.187
N -1.002 0.780 0.863  0.184
H -1.004 -2.152 1.977  0.064
H -1.874 -3.334 2.954  0.024
H -2.345 -3.061 1.272  0.080
H -2.586 -1.023 3.558  0.115
H -3.922 -1.945 2.902  0.111
H -3.916 0.322 1.900  0.118
H -3.603 -0.906 0.674  0.122
C -1.372 6.490 1.221  -0.107
C -0.753 5.097 1.235  -0.252
C -1.741 4.018 1.698  -0.198
C -2.229 4.289 3.050  -0.243
N -2.615 4.505 4.110  0.139
H -1.693 6.789 2.220  0.070
H -0.655 7.230 0.865  0.072
H -2.243 6.525 0.562  0.061
H 0.118 5.089 1.893  0.112
H -0.405 4.840 0.233  0.102
H -1.273 3.034 1.687  0.074
H -2.602 3.984 1.026  0.112
C 0.866 -6.764 3.636  -0.101
C 1.557 -5.518 4.173  -0.262
C 0.898 -4.967 5.441  -0.186
C -0.491 -4.556 5.244  -0.219
N -1.577 -4.215 5.101  0.154
H -0.161 -6.548 3.337  0.072
H 1.396 -7.144 2.763  0.075
H 0.840 -7.556 4.387  0.077
H 1.579 -4.754 3.394  0.087
H 2.596 -5.743 4.416  0.111
H 1.444 -4.099 5.815  0.118
H 0.909 -5.723 6.230  0.121
C -3.570 6.278 -2.498  -0.112
C -4.175 5.200 -3.386  -0.259
C -4.010 3.792 -2.803  -0.192
C -2.602 3.426 -2.647  -0.242
N -1.491 3.148 -2.558  0.150
H -2.495 6.132 -2.380  0.070
H -3.726 7.267 -2.928  0.074
H -4.025 6.269 -1.505  0.072
H -3.717 5.228 -4.376  0.113
H -5.242 5.383 -3.525  0.108
H -4.475 3.045 -3.448  0.118
H -4.491 3.725 -1.824  0.117

Summary:
HOMO-LUMO gap   10.452 eV
Lowest unoccupied orbital energy   0.254 eV
DFT total energy   -2328.24781 Ha
Structure (SMILES)   CN(CCCCS(=O)(=O)O)C(=O)O[PH2]=O.CCCC#N.CCCC#N.CCCC#N.CCCC#N